This record from OMol25 describes a 12-piece molecular cluster, C64H178N26O14P8 overall. The level of theory is wB97M-V/def2-TZVPD.

```
290
Properties=species:S:1:pos:R:3:lowdin_charge:R:1
O -14.7079 -4.2104 -6.6203 -0.33
P -14.2317 -5.6650 -6.6807 0.57
N -12.7107 -5.7316 -7.4824 -0.34
C -11.7197 -6.7950 -7.0838 -0.09
C -12.5448 -5.2188 -8.8137 -0.12
N -15.3264 -6.6931 -7.3605 -0.32
C -16.5701 -6.1664 -7.9301 -0.10
C -15.0641 -8.1338 -7.5828 -0.09
N -13.8382 -6.3277 -5.1592 -0.31
C -14.8609 -6.8326 -4.2163 -0.12
C -12.7868 -5.6032 -4.3768 -0.11
H -12.1169 -7.6658 -7.6053 0.06
H -11.5944 -7.0710 -6.0368 0.06
H -10.7959 -6.4699 -7.5624 0.08
H -12.5616 -6.0380 -9.5326 0.08
H -11.5857 -4.7094 -8.7204 0.09
H -13.4093 -4.5660 -8.9347 0.08
H -17.2789 -6.2158 -7.1035 0.08
H -16.4381 -5.0978 -8.0998 0.07
H -16.9921 -6.7206 -8.7685 0.08
H -14.4416 -8.1478 -8.4774 0.07
H -14.4126 -8.5191 -6.7984 0.07
H -15.9767 -8.7211 -7.6844 0.09
H -15.6095 -6.1446 -3.8233 0.07
H -15.4746 -7.5867 -4.7090 0.07
H -14.5173 -7.1054 -3.2185 0.08
H -12.1142 -5.0487 -5.0311 0.07
H -12.1942 -6.3028 -3.7874 0.08
H -13.4379 -4.9096 -3.8446 0.08
O -8.1824 -24.6570 -16.0983 -0.30
P -8.1129 -24.9098 -14.6403 0.67
N -9.7379 -25.2633 -13.9553 -0.29
C -10.8579 -24.4317 -14.5615 -0.10
C -10.1503 -26.3687 -13.0377 -0.11
N -7.6624 -23.5990 -13.7120 -0.35
C -7.7747 -22.3123 -14.3688 -0.13
C -7.6707 -23.4756 -12.2832 -0.11
N -7.2055 -26.2972 -13.9344 -0.30
C -7.4646 -27.6618 -14.4394 -0.12
C -5.9162 -26.1614 -13.5461 -0.21
H -10.9635 -24.5350 -15.6414 0.07
H -10.6800 -23.3933 -14.2819 0.06
H -11.7881 -24.7934 -14.1232 0.07
H -11.1688 -26.7538 -13.0868 0.07
H -9.9765 -25.9213 -12.0590 0.07
H -9.5831 -27.2743 -13.2527 0.04
H -7.3638 -22.4033 -15.3743 0.08
H -8.7850 -21.9145 -14.2742 0.08
H -7.1186 -21.5758 -13.9049 0.08
H -6.6356 -23.2356 -12.0405 0.08
H -8.3985 -22.6764 -12.1433 0.09
H -7.8563 -24.4052 -11.7451 0.08
H -8.4841 -27.7295 -14.8190 0.07
H -6.7850 -28.0750 -15.1847 0.09
H -7.5544 -28.2925 -13.5549 0.08
H -5.2404 -25.8234 -14.3317 0.09
H -5.4050 -27.0286 -13.1280 0.09
H -5.8245 -25.4675 -12.7106 0.07
O -7.3210 4.1104 -17.8171 -0.29
P -7.2029 2.6387 -17.8612 0.59
N -7.7701 2.0604 -19.3920 -0.30
C -9.1650 1.7949 -19.7235 -0.12
C -6.9603 2.3596 -20.5623 -0.14
N -8.2304 1.9026 -16.7090 -0.31
C -8.6637 0.4620 -16.6781 -0.11
C -8.1087 2.4181 -15.3648 -0.15
N -5.6879 1.8906 -17.5183 -0.32
C -4.5213 2.4509 -16.8270 -0.10
C -5.4786 0.4792 -17.9334 -0.11
H -9.8221 2.0318 -18.8868 0.08
H -9.3421 0.8324 -20.2034 0.08
H -9.3848 2.5504 -20.4778 0.07
H -7.3570 3.0582 -21.2990 0.08
H -6.7099 1.4532 -21.1134 0.08
H -6.0281 2.8866 -20.3588 0.08
H -8.1016 -0.2042 -16.0236 0.08
H -9.7237 0.5456 -16.4381 0.08
H -8.5961 -0.0498 -17.6381 0.06
H -7.1958 2.0248 -14.9175 0.07
H -8.0724 3.5073 -15.3453 0.08
H -8.9106 2.1603 -14.6731 0.08
H -3.7299 2.5330 -17.5720 0.08
H -4.8832 3.4184 -16.4789 0.08
H -4.2950 1.8185 -15.9686 0.08
H -4.9197 -0.0634 -17.1709 0.07
H -4.6781 0.4790 -18.6732 0.08
H -6.4019 -0.0819 -18.0774 0.06
O -4.3508 -13.8543 -22.9966 -0.29
P -5.0458 -14.7180 -23.9606 0.66
N -4.0207 -16.0313 -24.5100 -0.32
C -4.4290 -17.3228 -24.8962 -0.16
C -2.7343 -15.6559 -25.0081 -0.14
N -5.6661 -14.0207 -25.4538 -0.29
C -6.1967 -14.7852 -26.5708 -0.14
C -5.5097 -12.5517 -25.7790 -0.09
N -6.3390 -15.7139 -23.2479 -0.29
C -7.6305 -15.8738 -23.9104 -0.14
C -6.1651 -16.0289 -21.7488 -0.08
H -4.9226 -17.4557 -25.8589 0.07
H -5.0455 -17.7631 -24.1125 0.08
H -3.5958 -18.0168 -25.0060 0.08
H -2.6586 -15.0529 -25.9128 0.08
H -2.2547 -16.5798 -25.3312 0.07
H -2.2276 -15.2065 -24.1540 0.08
H -5.3735 -14.8956 -27.2767 0.08
H -6.5359 -15.7887 -26.3136 0.05
H -6.8835 -14.2190 -27.1999 0.08
H -5.2745 -12.0389 -24.8463 0.07
H -4.6009 -12.3665 -26.3516 0.07
H -6.3304 -12.1159 -26.3488 0.08
H -8.2607 -16.5786 -23.3680 0.08
H -8.0479 -14.8720 -23.8081 0.07
H -7.7690 -16.0852 -24.9707 0.05
H -6.0951 -15.1662 -21.0863 0.06
H -5.1287 -16.3453 -21.6312 0.06
H -6.8713 -16.7683 -21.3709 0.07
O -10.8235 -15.3358 -4.9968 -0.27
P -10.0742 -16.1127 -4.0215 0.47
N -10.7416 -17.7410 -3.8912 -0.31
C -11.7680 -18.0491 -2.8670 -0.09
C -10.9071 -18.4262 -5.1255 -0.17
N -9.7407 -15.5880 -2.5427 -0.29
C -10.2493 -14.1232 -2.2458 -0.03
C -8.9333 -16.1708 -1.5110 -0.12
N -8.5126 -16.2567 -4.5602 -0.28
C -7.8855 -15.1336 -5.3757 -0.08
C -7.8073 -17.5635 -4.4941 -0.10
H -11.4818 -17.6884 -1.8791 0.06
H -12.0018 -19.1107 -2.7863 0.08
H -12.5835 -17.4181 -3.2203 0.08
H -10.5699 -17.7410 -5.9033 0.07
H -11.9419 -18.7008 -5.3304 0.09
H -10.2850 -19.3016 -5.3118 0.07
H -9.6271 -13.6615 -1.4792 0.07
H -10.1368 -13.5010 -3.1337 0.06
H -11.2882 -14.2206 -1.9305 0.07
H -9.4716 -16.4068 -0.5931 0.08
H -8.4944 -17.1101 -1.8474 0.06
H -8.1232 -15.4932 -1.2413 0.08
H -8.0132 -14.1482 -4.9276 0.07
H -6.7985 -15.2027 -5.4180 0.07
H -8.2655 -15.0434 -6.3933 0.07
H -6.9410 -17.6493 -5.1501 0.08
H -8.4147 -18.4623 -4.6008 0.05
H -7.4568 -17.6132 -3.4632 0.05
O 0.9410 -8.3028 0.4542 -0.30
P 0.9441 -8.7822 -0.9296 0.72
N 2.5798 -9.4150 -1.4974 -0.30
C 2.8089 -10.0132 -2.8454 -0.12
C 3.7484 -9.2164 -0.6137 -0.12
N 0.5690 -7.5304 -2.1341 -0.31
C 0.4420 -7.8019 -3.5259 -0.17
C 0.9446 -6.1233 -1.8184 -0.10
N -0.2593 -10.0874 -1.1157 -0.34
C -0.1205 -11.3969 -0.5238 -0.12
C -1.6348 -9.7822 -1.1643 -0.18
H 3.6606 -9.5011 -3.2932 0.08
H 1.8798 -10.0526 -3.4139 0.06
H 3.1740 -11.0309 -2.7071 0.07
H 4.4011 -8.6065 -1.2383 0.07
H 4.2974 -10.1416 -0.4386 0.07
H 3.5331 -8.6783 0.3094 0.07
H -0.0938 -8.7170 -3.7779 0.07
H -0.0913 -7.0253 -4.0741 0.08
H 1.4227 -7.9686 -3.9715 0.06
H 2.0334 -6.1676 -1.8457 0.07
H 0.6599 -5.3718 -2.5548 0.08
H 0.7598 -5.8379 -0.7828 0.07
H 0.8691 -11.6660 -0.8932 0.07
H -0.1045 -11.3465 0.5649 0.09
H -0.8727 -12.0532 -0.9615 0.09
H -1.7993 -8.7118 -1.2877 0.07
H -2.0889 -9.9972 -0.1970 0.09
H -2.1218 -10.2073 -2.0419 0.08
O 8.3699 1.0683 -15.2346 -0.32
P 7.6027 2.3732 -15.3219 0.65
N 6.3016 2.5728 -14.1751 -0.32
C 5.8240 3.8917 -13.6693 -0.12
C 5.3440 1.6032 -13.8788 -0.17
N 6.9263 2.7507 -16.8246 -0.31
C 6.2711 4.0261 -17.1040 -0.10
C 6.6928 1.6798 -17.7867 -0.11
N 8.6275 3.7238 -14.8919 -0.33
C 9.0887 3.8323 -13.5419 -0.14
C 9.6109 4.2456 -15.8806 -0.11
H 4.9147 4.0766 -14.2412 0.07
H 6.4597 4.6912 -14.0499 0.07
H 5.6669 3.9087 -12.5908 0.09
H 4.9675 1.7036 -12.8609 0.08
H 5.7045 0.5811 -13.9947 0.08
H 4.4782 1.6755 -14.5371 0.08
H 6.9569 4.7737 -16.7053 0.06
H 6.0304 4.2697 -18.1388 0.09
H 5.4784 4.2716 -16.3973 0.06
H 5.7426 1.1788 -17.6020 0.07
H 6.7715 2.0580 -18.8060 0.08
H 7.3492 0.8492 -17.5273 0.07
H 8.2628 3.5917 -12.8725 0.07
H 9.9388 3.1547 -13.4627 0.09
H 9.2338 4.8947 -13.3459 0.09
H 9.3465 4.1472 -16.9334 0.07
H 10.5111 3.6320 -15.8467 0.08
H 9.9135 5.2808 -15.7230 0.08
O -2.9754 -9.3750 -11.2239 -0.29
P -2.2453 -9.4315 -12.5008 0.65
N -2.7979 -8.3433 -13.7766 -0.32
C -3.4547 -7.1061 -13.3756 -0.12
C -2.4173 -8.5468 -15.1933 -0.11
N -2.3772 -10.9793 -13.3298 -0.34
C -3.5421 -11.7908 -13.2513 -0.14
C -1.2123 -11.7072 -13.7801 -0.15
N -0.5859 -8.9205 -12.4527 -0.31
C 0.3221 -9.6553 -11.5909 -0.13
C -0.2812 -7.4554 -12.5724 -0.10
H -4.1755 -7.3330 -12.5901 0.07
H -4.0182 -6.6275 -14.1766 0.08
H -2.6834 -6.4847 -12.9205 0.05
H -1.8163 -7.7051 -15.5375 0.07
H -3.2946 -8.5457 -15.8402 0.07
H -1.9822 -9.5040 -15.4807 0.07
H -4.3936 -11.1752 -12.9614 0.08
H -3.9212 -12.0896 -14.2286 0.09
H -3.3533 -12.4770 -12.4257 0.09
H -1.4087 -12.2525 -14.7032 0.08
H -0.3940 -11.0301 -14.0250 0.07
H -0.9637 -12.4273 -13.0006 0.08
H 0.1378 -9.3813 -10.5521 0.08
H 0.1044 -10.7189 -11.6883 0.06
H 1.3179 -9.4137 -11.9625 0.08
H 0.8053 -7.3767 -12.6097 0.08
H -0.6347 -6.8444 -11.7419 0.08
H -0.6495 -7.0015 -13.4924 0.06
O 4.7636 -9.6463 -21.8508 0.05
C 4.9322 -10.7742 -21.3108 -0.47
O 6.1847 -11.0712 -20.9105 0.02
C 6.2546 -12.4302 -20.4014 -0.14
C 4.8717 -12.9703 -20.6281 -0.15
C 3.9602 -11.7927 -20.9735 -0.08
H 6.5684 -12.4218 -19.3576 0.12
H 7.0057 -12.8569 -21.0660 0.13
H 4.5312 -13.3885 -19.6808 0.12
H 4.9193 -13.6675 -21.4645 0.12
H 3.3594 -11.4373 -20.1364 0.14
H 3.2752 -11.9475 -21.8072 0.14
O 7.8156 -4.4193 -7.5913 0.08
C 8.4616 -4.2968 -8.6396 -0.41
O 7.9314 -4.6850 -9.8619 0.00
C 8.8578 -4.5538 -10.8912 -0.18
C 10.0118 -3.6576 -10.3251 -0.13
C 9.9603 -3.9884 -8.7972 -0.07
H 8.4769 -3.9899 -11.7427 0.13
H 9.2312 -5.5561 -11.1008 0.13
H 9.7301 -2.6056 -10.3695 0.11
H 10.9797 -3.7076 -10.8239 0.11
H 10.0359 -3.2237 -8.0242 0.12
H 10.5381 -4.8573 -8.4823 0.12
C 1.8693 -17.9031 -6.3092 -0.07
C 1.7791 -19.4323 -6.4913 -0.45
C 0.7495 -19.6417 -7.6017 -0.26
O 0.3188 -20.9160 -7.8699 -0.18
C -0.1465 -21.6754 -6.7161 -0.08
N 3.0196 -20.0807 -6.7971 0.05
H 2.0420 -17.3772 -7.2482 0.07
H 2.5946 -17.7253 -5.5152 0.08
H 0.9395 -17.4246 -6.0016 0.07
H 1.4636 -19.7310 -5.4917 0.13
H 1.0771 -19.2215 -8.5526 0.13
H -0.1661 -19.0925 -7.3821 0.12
H 0.5904 -21.7858 -5.9205 0.07
H -0.5074 -22.6689 -6.9822 0.09
H -0.9373 -21.1580 -6.1730 0.08
H 2.8950 -21.0827 -6.7751 0.07
H 3.3208 -19.9924 -7.7571 0.08
C -12.6047 -14.1592 -14.7748 -0.10
C -13.9497 -14.6193 -14.5936 -0.51
C -14.4730 -15.4515 -15.7143 -0.22
O -14.6633 -14.7610 -16.9174 -0.20
C -15.8372 -13.9749 -17.1257 -0.07
N -14.1337 -15.1568 -13.2636 0.05
H -11.8391 -14.8874 -14.5072 0.09
H -12.4126 -13.2316 -14.2356 0.09
H -12.5183 -13.9178 -15.8342 0.09
H -14.4410 -13.6463 -14.6059 0.14
H -15.3132 -16.1275 -15.5556 0.13
H -13.7323 -16.2241 -15.9207 0.13
H -16.4021 -14.4378 -17.9348 0.08
H -15.4990 -13.0367 -17.5657 0.09
H -16.3632 -13.9959 -16.1713 0.09
H -13.6310 -14.5818 -12.6027 0.07
H -13.7159 -16.0763 -13.2524 0.07
```

Output
LUMO level	0.65	eV
Kohn-Sham gap	8.7977	eV
DFT total energy	-210969.73899	eV
charge	0
SMILES	CN(C)P(=O)(N(C)C)N(C)C.CN(C)P(=O)(N(C)C)N(C)C.CN(C)P(=O)(N(C)C)N(C)C.CN(C)P(=O)(N(C)C)N(C)C.CN(C)P(=O)(N(C)C)N(C)C.CN(C)P(=O)(N(C)C)N(C)C.CN(C)P(=O)(N(C)C)N(C)C.CN(C)P(=O)(N(C)C)N(C)C.COC[C@H](C)N.COC[C@H](C)N.O=C1CCCO1.O=C1CCCO1



This record from OMol25 describes C5H9N as an isolated structure. The level of theory is wB97M-V/def2-TZVPD.

```
15
Properties=species:S:1:pos:R:3:lowdin_charge:R:1
C -1.0810 -0.7557 0.0416 -0.13
C -0.9130 0.8875 -0.0864 -0.16
C 0.6155 0.9807 -0.2624 -0.26
C 1.0030 0.0993 1.0015 -0.08
C 0.4339 -1.0276 0.0612 -0.37
H -1.5234 -1.3259 -0.8650 0.12
H -1.5558 -1.1192 0.9699 0.09
H -1.3540 1.5458 0.7457 0.11
H -1.6365 1.2407 -0.9403 0.11
H 1.0940 1.8448 -0.6760 0.12
H 2.1320 0.0750 0.8876 0.12
H 0.5829 0.2636 2.0238 0.11
H 0.6893 -2.1109 0.0469 0.14
H 0.4920 -0.3101 -1.8914 0.07
N 1.0210 -0.2880 -1.0565 0.00
```

Output
LUMO level	1.16	eV
Kohn-Sham gap	10.5207	eV
DFT total energy	-6818.83047	eV
charge	0
energy relative to the best compared isomer or geometry (same formula, charge and spin)	208.8	kJ/mol



> The highest LUMO level belongs to which entry?

C5H9N